# C51H76BN6O3S4SbSiTi

A structure of composition C51H76BN6O3S4SbSiTi (wB97M-V/def2-TZVPD, OMol25).

XYZ file:
```
144
Properties=species:S:1:pos:R:3:forces:R:3
O 1.4601 -3.7999 0.2231 -0.16 -0.06 -0.12
C -2.3279 -4.3887 3.3967 0.01 -0.01 -0.01
C 4.3992 -3.0241 -2.2267 -0.02 0.05 0.00
C 4.5433 -2.2953 -3.5518 -0.01 -0.02 -0.05
C 0.4418 -3.6896 -3.0861 0.03 0.00 -0.01
C 4.0491 2.2831 -3.3237 0.00 -0.01 0.04
H 4.7863 3.9663 -4.5066 0.02 -0.03 0.02
C -1.9116 1.7046 6.7333 -0.03 0.03 -0.03
H -2.7565 -4.1500 1.3089 0.00 0.00 -0.01
H 5.0098 -1.3262 -1.0309 0.00 0.02 0.00
H 2.4426 -7.0093 0.0204 -0.02 0.00 0.00
C -2.3105 1.2191 -1.6451 -0.04 -0.16 -0.09
H 3.3499 4.9998 -3.2870 -0.09 -0.03 0.03
N -1.7116 2.1372 -2.4231 -0.03 0.10 -0.06
Ti 0.6841 0.2371 -0.1003 -0.09 0.38 -0.60
H 0.4984 6.5100 2.3868 0.00 0.00 0.01
B -0.8291 3.3708 -2.0524 0.08 0.09 0.07
H 0.8860 -4.7055 2.6245 -0.01 0.00 0.00
H 4.0782 -4.9609 -3.1269 0.00 0.00 0.01
H -1.6497 -2.2378 -3.9248 -0.02 -0.01 0.02
H 3.7779 -2.6328 -4.2517 0.04 -0.02 -0.01
H 1.3884 2.9282 3.0569 0.02 0.06 -0.01
C 4.4383 0.3541 4.2082 -0.01 -0.01 0.01
C -0.3731 -2.6933 -2.2739 0.11 0.03 -0.11
S 1.2373 0.6917 -2.3896 -0.01 0.11 -0.04
H -4.2562 -1.4505 -3.4322 0.00 -0.02 0.01
C -2.2016 -3.7750 2.1603 0.02 0.01 -0.01
N 0.6643 3.3578 -2.4624 -0.03 -0.15 -0.04
C 1.9408 -5.0558 0.7725 0.08 0.04 0.05
C -4.4140 -0.9167 -0.6249 0.07 0.03 -0.05
C -0.2286 3.5389 0.5242 -0.02 -0.09 0.08
H -0.0635 -5.5470 1.3899 0.00 0.00 0.01
C -4.6360 -0.0201 -1.8347 0.03 0.01 0.00
N -3.4029 0.7419 -2.2947 0.00 0.04 0.01
H -0.8988 -4.0859 -0.7165 -0.01 -0.02 0.00
C 5.2643 -2.3781 -1.1566 0.01 -0.02 -0.02
S 1.1982 2.5459 0.5321 0.40 -0.64 -0.14
C 2.2697 -0.5839 3.7324 -0.02 -0.03 0.00
H -5.8249 -1.6105 -2.6429 -0.02 0.02 -0.01
H 5.5221 -2.4925 -3.9904 0.00 0.03 0.02
H 4.6892 2.1102 -1.2605 -0.02 -0.01 -0.02
H 1.2050 -6.4142 2.2662 0.00 0.01 0.00
H 0.9777 -6.3244 -0.6881 0.01 0.02 -0.01
H -1.7223 -4.3760 5.4570 0.00 0.00 0.00
C 4.7367 -4.4955 -2.3921 -0.03 -0.01 -0.01
H 3.8952 0.6510 -1.8741 -0.09 -0.05 0.01
C 2.6447 -1.7655 4.3613 0.02 -0.04 -0.03
Sb 0.3502 -0.3392 2.8894 -0.23 -0.25 -0.17
H 0.6746 3.4118 4.5879 -0.06 0.03 -0.07
H 5.7964 -0.9217 5.2709 0.00 0.00 0.00
H -6.6241 0.5459 -1.2403 0.00 0.00 0.01
C -2.4129 2.2049 -3.6116 0.07 -0.02 -0.01
C -0.1296 4.5053 2.9424 0.15 -0.01 -0.04
C 5.0729 3.3668 -3.6415 0.10 0.00 -0.06
S -1.7190 0.6633 -0.1056 0.10 -0.24 0.43
H 2.5721 -5.7273 -1.1869 0.01 0.00 0.01
C 1.9857 -6.0875 -0.3425 -0.01 -0.03 0.01
H -2.4181 2.1417 7.5835 0.00 0.00 0.00
C -1.2711 4.9514 3.8587 0.00 0.03 -0.05
H -4.1760 -0.3639 0.2773 0.05 0.05 0.04
C 3.1722 0.4741 3.6533 0.03 0.00 0.01
H -1.2644 -2.2037 1.0490 -0.01 0.04 -0.08
C 4.5598 1.4696 -2.1356 0.01 0.03 -0.03
H 5.5333 1.0505 -2.3938 -0.01 0.00 0.00
H -0.2849 -1.1284 -3.7579 -0.02 -0.02 -0.04
H 4.0757 -4.6877 0.6372 0.02 0.04 -0.02
H -0.8971 4.9623 4.8806 0.00 -0.01 0.01
O 2.9918 -2.9200 -1.8720 0.10 -0.05 0.10
H -4.2186 1.1419 -4.2524 0.04 0.03 0.03
H 4.4364 -1.2226 -3.4068 -0.05 0.10 -0.01
H 5.7647 -4.5984 -2.7403 -0.01 0.00 0.00
C -0.6088 0.5670 4.5562 -0.13 -0.21 0.15
H -5.3682 1.6341 -0.6384 0.00 0.00 -0.01
H 4.7689 1.0358 -4.9204 0.01 -0.02 0.02
H 1.2103 1.0224 5.6194 0.02 0.00 -0.02
H 2.8978 1.3979 3.1527 0.03 -0.04 0.00
H -1.6229 5.9593 3.6423 0.00 0.00 -0.03
H -5.3518 -1.4450 -0.4510 0.02 0.00 0.00
H -2.0512 -4.0075 -2.0630 0.01 0.03 0.00
C -1.0297 -1.6992 -3.2065 0.00 0.02 0.03
O 0.5338 -1.9163 -1.3647 0.00 0.01 0.11
C 3.9151 -1.8852 4.9116 0.01 0.02 0.00
C -5.6852 1.0374 -1.4956 -0.01 0.00 -0.01
Si 1.9245 -2.6021 -0.7303 0.07 0.15 0.07
H 5.1546 -2.8815 -0.1955 -0.01 -0.01 0.02
C -1.3606 -2.6788 2.0158 -0.01 -0.08 -0.05
C -0.5256 1.6389 6.7097 0.03 -0.05 -0.04
H -1.9952 -2.7066 -0.8673 -0.04 0.04 0.06
C 0.1284 1.0748 5.6210 -0.12 -0.26 0.22
H 1.7534 5.2704 2.1861 0.00 0.01 0.00
C -1.6191 -3.9027 4.4894 0.01 0.00 -0.01
H -2.5878 0.2161 3.7706 0.01 0.00 -0.01
C 4.8096 -0.8270 4.8375 -0.02 0.00 -0.01
C 0.9289 -5.4533 1.8306 -0.01 0.00 0.03
H -1.3110 4.2727 -2.6792 0.02 0.03 0.04
H -2.9833 -5.2418 3.5147 0.01 0.00 0.00
C -2.0003 0.6279 4.5852 0.06 -0.04 -0.04
H -0.2872 -2.3989 5.2188 0.00 0.01 -0.01
C 3.3084 -4.8249 1.3990 -0.02 0.02 0.00
H -2.6543 5.0771 -0.9241 0.00 0.00 0.01
H 5.2562 4.0200 -2.7873 0.02 -0.01 -0.01
C -1.7651 5.0162 1.0897 -0.04 -0.08 0.02
H 5.1349 1.1803 4.1494 0.00 0.00 0.00
H 3.2829 -3.9401 2.0392 0.00 -0.02 0.02
H -2.1107 4.2561 3.8155 0.01 -0.02 0.02
C 0.9243 5.6012 2.8144 0.02 -0.02 -0.01
S 2.5425 -0.9366 0.4707 -0.03 0.28 0.25
H 4.2040 -2.8062 5.4015 0.00 0.01 -0.01
H 3.3995 2.0523 -5.3740 0.02 -0.01 0.01
N -0.9786 3.7870 -0.5603 -0.04 0.07 -0.04
C -0.6522 -2.1859 3.1014 -0.02 0.01 0.15
H -0.2351 -4.2028 -3.7695 -0.01 -0.01 0.01
C 0.4621 3.2297 3.5343 -0.18 0.23 -0.22
H 1.2122 -3.1900 -3.6712 -0.02 -0.01 0.00
H -5.8698 1.7021 -2.3400 -0.01 0.00 0.01
H 3.5949 -5.6819 2.0092 0.00 -0.01 -0.03
H -3.7311 1.2337 5.6950 0.00 0.00 0.00
C 1.5757 2.3842 -2.6043 0.01 0.22 0.03
H -5.5755 -0.3196 -3.7975 0.02 -0.02 0.01
C -3.4457 1.3508 -3.5373 -0.02 0.00 0.02
C -1.3920 -3.4185 -1.4228 0.03 -0.05 0.08
C -2.6496 1.1967 5.6716 0.00 0.04 0.02
N -0.6964 4.2729 1.5560 -0.06 0.08 0.08
H 6.0117 2.8729 -3.8860 0.01 0.00 0.00
H -1.6636 -1.0152 -2.6494 -0.02 0.07 0.01
C -5.0919 -0.8930 -3.0073 -0.04 -0.03 0.00
C 1.2784 4.5655 -2.7116 -0.06 -0.01 -0.02
H 1.3191 5.8425 3.8014 0.01 -0.01 0.00
H 6.3129 -2.4426 -1.4506 -0.01 -0.01 0.00
C 3.8168 1.4375 -4.5745 -0.02 0.01 0.03
N 2.7526 2.9530 -2.9574 -0.10 -0.10 0.02
H -3.6418 -1.6587 -0.8096 0.02 -0.01 0.02
H -0.2571 2.4103 3.4833 0.14 0.48 -0.09
H -2.1276 2.8833 -4.3954 -0.01 0.00 0.01
C -0.7965 -2.7956 4.3477 0.03 0.00 0.03
H -2.3060 5.7005 1.7128 -0.01 -0.01 0.01
H 0.9084 -4.4489 -2.4560 -0.01 0.02 -0.02
H 3.1441 0.6042 -4.3847 -0.03 -0.04 0.01
C 2.5646 4.3187 -3.0191 0.05 0.05 0.01
C -1.9411 4.7086 -0.2090 0.00 -0.06 0.03
H 0.0501 2.0193 7.5436 0.00 0.00 0.01
H 1.9595 -2.6035 4.4183 0.01 0.02 0.00
H 0.7401 5.4955 -2.6644 0.00 -0.01 -0.01
H 4.6488 -5.0316 -1.4487 0.00 -0.01 0.01
```
Forces are in eV/Å.

Its strongest force on any atom is 0.77 eV Å⁻¹. Its energy above the lowest of the compared OMol25 structures with the same formula, charge and spin is 0.8213 eV. The total charge is +2. As for the LUMO energy: -6.0 eV. The value obtained for the electronic energy is -150750.9644 eV. For the HOMO-LUMO gap, the calculation gives 6.657 eV. As for the HOMO energy: -12.6 eV.